ORCA calculation (ωB97M-V with the def2-TZVPD basis set) on a molecular structure, C18H38OP2Pt.

For the calculated total energy, the calculation gives -43149.6733 eV. The strongest force on any atom is 3.7 eV Å⁻¹. The HOMO energy (spin up / spin down) is -4.753 / -7.849 eV. Its LUMO energy (spin up / spin down) is 0.66 / -1.19 eV. The spin multiplicity is 3. The calculation puts the energy above the lowest of the compared OMol25 structures with the same formula, charge and spin at 0.0 kJ/mol.

The geometry in XYZ format:
```
60
C18H38OP2Pt, DFT ωB97M-V with the def2-TZVPD basis set
P -1.1824 2.7111 -3.0683
P 0.8370 0.6776 -4.3215
C -0.0565 3.2587 -4.4805
C 0.2788 2.0774 -5.3988
H 0.8406 3.6998 -4.0216
H -0.6535 4.0517 -4.9373
H -0.6031 1.7569 -5.9667
H 1.0523 2.3593 -6.1256
C 2.5175 1.2735 -3.9407
H 2.9270 0.5360 -3.2511
H 2.4644 2.2512 -3.4735
H 3.1524 1.3050 -4.8307
C 1.1711 -0.8656 -5.1999
H 1.6418 -0.8115 -6.2045
H 0.2705 -1.4988 -5.1617
H 1.9043 -1.3665 -4.5637
C -1.5190 4.3809 -2.3449
H -2.1872 4.2927 -1.4718
H -2.0232 4.9012 -3.1723
H -0.5970 4.9282 -2.0820
C -2.8441 2.4386 -3.8200
H -2.9225 1.5134 -4.4019
H -3.0616 3.3222 -4.4162
H -3.5450 2.3754 -2.9812
Pt -0.5734 0.7280 -2.6932
C 3.7427 3.5633 -1.4158
C 4.2358 4.7779 -1.6426
C 4.3603 5.8926 -0.6561
C 3.2530 6.1229 0.3806
C 1.8806 5.9677 -0.1583
C 1.1245 4.8660 -0.1351
C 1.5965 3.4394 0.0490
C 3.0629 3.0425 -0.2070
C -2.4895 -0.0283 -2.0381
H 3.8349 2.7891 -2.1980
H 4.6706 5.0399 -2.6249
H 4.3553 6.7983 -1.2306
H 5.3234 5.8155 -0.1339
H 3.3871 5.5832 1.3292
H 3.3399 7.1891 0.6651
H 1.5136 6.9082 -0.5863
H 0.0615 5.0232 -0.0926
H 0.9592 2.8350 -0.6297
H 1.3854 3.1507 1.0922
H 3.6160 3.2316 0.7111
H 3.0585 1.9470 -0.3429
H -2.2879 -1.1111 -1.9564
H -3.2654 0.0732 -2.7936
H -2.7683 0.3726 -1.0604
C -0.5398 -1.9366 -0.0433
C 0.4575 -1.0654 -0.7868
C 1.9010 -1.4552 -0.5729
O 0.1817 -1.0625 -2.1977
H -0.5449 -2.9714 -0.4016
H -1.5392 -1.5217 -0.1485
H -0.2953 -1.9483 1.0262
H 0.2834 -0.0337 -0.4300
H 2.0848 -2.4206 -1.0702
H 2.5518 -0.6998 -1.0423
H 2.1000 -1.5448 0.5081
```



ORCA calculation (ωB97M-V with the def2-TZVPD basis set) on 4 unconnected molecules or ions with the total composition C18H39BNO18P3.

For the calculated total energy, the calculation gives -86193.2361 eV. The strongest force on any atom is 4.3 eV Å⁻¹. The HOMO energy is -9.789 eV. Its LUMO energy is -1.36 eV. As for the SMILES: CN(C)C(=O)CC1=C(CB(O)O)C(=O)OC1=O.COP(=O)(OC)OC.COP(=O)(OC)OC.COP(=O)(OC)OC.

The geometry in XYZ format:
```
80
C18H39BNO18P3, DFT ωB97M-V with the def2-TZVPD basis set
C -9.0821 2.1223 -0.5113
N -7.7001 1.6383 -0.5831
C -7.4232 0.9593 -1.8794
C -7.4743 0.6964 0.4853
O -8.1975 -0.2218 0.7167
C -6.2369 0.9977 1.3200
C -4.9957 0.4422 0.7172
C -4.0743 1.0728 -0.0170
C -3.9460 2.4808 -0.4915
B -4.0684 3.6010 0.6318
O -5.0419 4.5745 0.5033
O -3.2177 3.6557 1.7106
C -3.0460 0.0609 -0.4073
O -2.0680 0.1807 -1.0680
O -3.4045 -1.1572 0.1196
C -4.5899 -0.9946 0.8135
O -5.1527 -1.8961 1.3538
H -9.8240 1.3491 -0.7337
H -9.2176 2.9643 -1.1884
H -9.2875 2.4859 0.4971
H -7.0797 -0.0612 -1.7039
H -6.6098 1.4796 -2.3868
H -8.3111 0.9318 -2.5073
H -6.1769 2.0677 1.5107
H -6.3915 0.5110 2.2864
H -2.9356 2.5614 -0.9111
H -4.6303 2.6626 -1.3218
H -5.9078 4.2984 0.8098
H -3.2011 2.8606 2.2483
C 1.3992 4.6600 1.5152
O 1.1944 3.8820 0.3222
P 2.4487 3.2071 -0.4218
O 2.6986 3.8819 -1.6984
O 1.8299 1.7410 -0.6022
C 0.6228 1.5380 -1.3287
O 3.7547 2.5913 0.2260
C 4.8175 3.4933 0.6102
H 0.4290 5.0326 1.8309
H 1.8187 4.0462 2.3140
H 2.0577 5.5070 1.3139
H 0.5146 2.2526 -2.1460
H -0.2226 1.6154 -0.6495
H 0.6513 0.5315 -1.7391
H 4.4424 4.3312 1.1978
H 5.3231 3.8621 -0.2803
H 5.5147 2.9211 1.2157
C 6.2440 -3.8482 -0.5684
O 5.8619 -2.4875 -0.2997
P 6.9511 -1.3055 -0.2973
O 7.1469 -0.8377 1.0813
O 6.1350 -0.2955 -1.2236
C 4.8404 0.1004 -0.7695
O 8.2780 -1.1616 -1.1555
C 9.4288 -1.9171 -0.7300
H 5.3461 -4.4556 -0.4934
H 6.6544 -3.9455 -1.5748
H 6.9740 -4.1947 0.1664
H 4.8023 0.1620 0.3184
H 4.0977 -0.6152 -1.1264
H 4.6133 1.0693 -1.1926
H 9.1798 -2.9606 -0.5360
H 9.8522 -1.4672 0.1665
H 10.1541 -1.8748 -1.5374
C -1.0519 -3.4108 -0.5216
O -0.1066 -4.4764 -0.2867
P 1.2960 -4.1411 0.4238
O 2.3816 -4.2873 -0.5546
O 1.2528 -5.3011 1.5235
C 1.1800 -6.6568 1.0914
O 1.6157 -3.0177 1.4907
C 1.7824 -1.6653 1.0025
H -1.9084 -3.8291 -1.0410
H -1.3879 -2.9731 0.4181
H -0.5993 -2.6384 -1.1470
H 1.7266 -6.8027 0.1589
H 0.1397 -6.9561 0.9617
H 1.6323 -7.2676 1.8694
H 0.9741 -1.3734 0.3310
H 2.7386 -1.5755 0.4893
H 1.7719 -1.0110 1.8690
```



ORCA calculation (ωB97M-V with the def2-TZVPD basis set) on 5 unconnected molecules or ions with the total composition C18H39F3O8S.

For the calculated total energy, the calculation gives -54662.2582 eV. The strongest force on any atom is 3.0 eV Å⁻¹. The HOMO energy is -8.906 eV. Its LUMO energy is 0.44 eV. As for the SMILES: O=S1(=O)OC[C@@H](CCC(F)=C(F)F)O1.CC(C)O.CC(C)O.CC(C)O.CC(C)O.

The geometry in XYZ format:
```
69
C18H39F3O8S, DFT ωB97M-V with the def2-TZVPD basis set
O 5.3649 2.1737 1.6033
S 6.2941 1.3215 0.9559
O 7.5451 1.8727 0.6571
O 6.2892 -0.0497 1.8077
C 5.2969 -0.9370 1.2862
C 4.8742 -0.5215 -0.1521
C 3.3812 -0.2327 -0.4540
C 2.3689 -0.9670 0.4538
C 1.9167 -0.0765 1.5866
F 2.7283 0.1734 2.6211
C 0.7180 0.4917 1.5096
F -0.3070 -0.2607 1.1928
F 0.4968 1.7596 1.6762
O 5.5262 0.7585 -0.3370
H 5.8699 -1.8602 1.1104
H 4.5372 -1.2286 2.0112
H 5.2886 -1.2497 -0.8516
H 3.2442 0.8512 -0.4651
H 3.2004 -0.5645 -1.4839
H 1.4807 -1.1615 -0.1556
H 2.7107 -1.9538 0.7969
C -3.3152 -0.4984 -1.3850
C -3.6000 -1.9784 -1.1817
C -4.9571 -2.1965 -0.5330
O -2.5756 -2.5473 -0.3644
H -3.2979 0.0314 -0.4287
H -2.3330 -0.3572 -1.8426
H -4.0690 -0.0361 -2.0249
H -3.5669 -2.4951 -2.1427
H -4.9945 -1.7240 0.4542
H -5.1414 -3.2620 -0.3832
H -5.7614 -1.7877 -1.1433
H -2.5941 -2.0978 0.4885
C -0.9960 0.0777 -5.6794
C 0.2358 -0.3581 -4.9007
C 0.1341 -1.8128 -4.4684
O 0.3896 0.4716 -3.7496
H -1.8954 -0.0076 -5.0625
H -0.9126 1.1245 -5.9743
H -1.1302 -0.5280 -6.5774
H 1.1259 -0.2206 -5.5165
H -0.7266 -1.9637 -3.8101
H 1.0199 -2.1079 -3.9033
H 0.0339 -2.4751 -5.3301
H -0.3934 0.3573 -3.1976
C -9.3422 -3.0177 -0.2234
C -8.8293 -1.6033 -0.4451
C -9.9401 -0.6821 -0.9254
O -7.7706 -1.6215 -1.4045
H -9.7273 -3.4396 -1.1561
H -8.5342 -3.6693 0.1126
H -10.1389 -3.0373 0.5218
H -8.4076 -1.2159 0.4837
H -10.3444 -1.0300 -1.8803
H -9.5572 0.3262 -1.0885
H -10.7544 -0.6330 -0.2007
H -8.1275 -1.9622 -2.2337
C 7.6819 4.7996 4.4136
C 6.4161 4.5724 5.2270
C 6.5689 3.3832 6.1644
O 5.3159 4.3536 4.3500
H 7.9025 3.9279 3.7911
H 7.5560 5.6488 3.7406
H 8.5402 4.9911 5.0609
H 6.1863 5.4685 5.8064
H 6.7545 2.4667 5.5971
H 5.6523 3.2263 6.7350
H 7.3941 3.5326 6.8636
H 5.5052 3.5629 3.8289
```



ORCA calculation (ωB97M-V with the def2-TZVPD basis set) on a molecular structure, C18H39LiN2O3PSeSi2.

For the calculated total energy, the calculation gives -119025.6837 eV. As for the total charge: -1. The strongest force on any atom is 0.6 eV Å⁻¹. The HOMO energy is -4.082 eV. Its LUMO energy is 2.69 eV. The calculation puts the energy above the lowest of the compared OMol25 structures with the same formula, charge and spin at 49.8 kJ/mol.

The geometry in XYZ format:
```
67
C18H39LiN2O3PSeSi2, DFT ωB97M-V with the def2-TZVPD basis set
Li 0.8064 -0.2586 -0.7130
C 4.0073 -1.5782 -2.2522
C 3.7780 -1.6286 -0.7629
C 4.7860 -2.0196 0.1050
C 4.4978 -2.0513 1.4728
C 3.2581 -1.6781 1.9247
C 2.2811 -1.2175 0.9943
N 2.5687 -1.2644 -0.3392
N 1.0771 -0.7275 1.2971
Si 0.7023 0.2561 2.6264
C -0.9215 1.1260 2.2053
C 2.1043 1.5181 2.8653
C 0.4520 -0.5409 4.3446
H 4.8252 -0.8973 -2.4922
H 3.1003 -1.2224 -2.7364
H 4.2621 -2.5675 -2.6376
H 5.7666 -2.2901 -0.2643
H 5.2631 -2.3677 2.1740
H 3.0075 -1.6996 2.9778
H -0.8947 1.4645 1.1674
H -1.1015 1.9929 2.8470
H -1.7731 0.4501 2.3140
H 2.3502 1.9616 1.8966
H 3.0007 1.0000 3.2164
H 1.8801 2.3244 3.5674
H -0.3420 -1.2929 4.3352
H 0.1782 0.2208 5.0798
H 1.3641 -1.0298 4.6977
C -0.2784 5.2489 -2.4219
Si 0.6839 3.9365 -1.4350
C 2.5023 4.4417 -1.6656
C 0.2765 4.1902 0.3974
Se 0.2068 1.8922 -2.1887
H -0.0180 6.2588 -2.0891
H -1.3583 5.1220 -2.3200
H -0.0285 5.1619 -3.4816
H 2.6225 5.5236 -1.5505
H 2.8409 4.1657 -2.6662
H 3.1531 3.9477 -0.9404
H 0.5337 5.2016 0.7292
H 0.8337 3.4795 1.0100
H -0.7871 4.0303 0.5842
C -4.7161 0.4444 -2.2285
C -3.2580 0.3472 -1.8249
O -3.0960 -0.8292 -1.0243
P -1.5659 -1.2270 -0.5559
O -0.9778 -2.0592 -1.8240
C -1.4092 -3.3531 -2.2544
C -2.7691 -3.3380 -2.9343
O -2.0165 -2.5004 0.3542
C -2.4132 -2.3074 1.7066
C -2.9829 -3.6132 2.2239
H -4.8784 1.3542 -2.8076
H -5.3486 0.4634 -1.3398
H -5.0042 -0.4157 -2.8355
H -2.9497 1.2319 -1.2633
H -2.6167 0.2954 -2.7085
H -1.4266 -4.0362 -1.4051
H -0.6426 -3.6905 -2.9532
H -3.5507 -3.0840 -2.2208
H -2.9744 -4.3271 -3.3493
H -2.7827 -2.6039 -3.7413
H -3.1732 -1.5216 1.7639
H -1.5470 -2.0007 2.2978
H -3.8928 -3.8701 1.6802
H -3.2165 -3.5255 3.2858
H -2.2589 -4.4168 2.0856
```



ORCA calculation (ωB97M-V with the def2-TZVPD basis set) on a molecular structure, C18H40As2BCrF4N4O3P2.

For the calculated total energy, the calculation gives -211648.1328 eV. As for the total charge: +1. The strongest force on any atom is 1.4 eV Å⁻¹. The HOMO energy (spin up / spin down) is -10.659 / -11.355 eV. Its LUMO energy (spin up / spin down) is -1.92 / -1.99 eV. The spin multiplicity is 5.

The geometry in XYZ format:
```
75
C18H40As2BCrF4N4O3P2, DFT ωB97M-V with the def2-TZVPD basis set
Cr -0.1523 -0.6148 -1.0628
C -2.5302 -3.3277 -2.0438
As -2.3233 -1.7476 -0.9404
C -2.9807 -2.3997 0.7793
C -3.8062 -0.6261 -1.4965
C -4.9928 -1.2316 -1.8952
C -6.0588 -0.4651 -2.3386
C -5.9390 0.9146 -2.3827
C -4.7616 1.5223 -1.9726
C -3.6849 0.7642 -1.5243
As -2.0355 1.6087 -0.8979
C -2.2391 3.4200 -1.5912
C -2.6371 1.9553 0.9398
H -3.4461 -3.8600 -1.7966
H -1.6780 -3.9854 -1.8763
H -2.5393 -3.0212 -3.0879
H -4.0683 -2.4010 0.7508
H -2.6381 -1.7530 1.5860
H -2.6262 -3.4146 0.9563
H -5.0900 -2.3101 -1.8745
H -6.9737 -0.9455 -2.6585
H -6.7614 1.5211 -2.7383
H -4.6883 2.6010 -2.0147
H -3.1259 3.8957 -1.1771
H -2.2926 3.3988 -2.6781
H -1.3608 3.9949 -1.2991
H -3.6535 2.3452 0.9286
H -1.9756 2.6844 1.4101
H -2.6072 1.0305 1.5151
C 3.0706 -2.4749 1.5297
N 1.6420 -2.1671 1.6161
C 0.7705 -3.2128 1.0840
P 1.0717 -0.6497 1.8153
O -0.1504 -0.3128 1.0092
O 2.2963 0.3350 1.4287
P 2.7359 0.6843 -0.1065
O 1.8272 0.0094 -1.0732
N 4.2520 0.0990 -0.1796
C 4.8517 -0.0173 -1.5156
C 5.2188 0.1780 0.9113
N 2.6673 2.3092 -0.2602
C 1.4012 2.9064 -0.6990
C 3.4217 3.1328 0.6843
N 0.7845 -0.3840 3.3973
C 1.7159 -0.8901 4.4034
C 0.1384 0.8794 3.7666
H 3.2531 -3.4281 2.0272
H 3.6606 -1.7122 2.0307
H 3.3984 -2.5476 0.4899
H 1.0269 -4.1619 1.5557
H 0.8928 -3.3245 0.0002
H -0.2685 -2.9903 1.3156
H 4.0747 -0.0576 -2.2754
H 5.4297 -0.9406 -1.5626
H 5.5144 0.8259 -1.7229
H 4.7123 0.2943 1.8671
H 5.9139 1.0096 0.7712
H 5.7996 -0.7458 0.9373
H 0.9776 2.3242 -1.5137
H 1.6094 3.9124 -1.0626
H 0.6770 2.9737 0.1222
H 4.3984 2.6976 0.8808
H 2.8888 3.2524 1.6330
H 3.5769 4.1167 0.2443
H 2.0635 -1.8828 4.1283
H 1.1917 -0.9650 5.3554
H 2.5752 -0.2244 4.5345
H -0.5368 1.1974 2.9755
H 0.8761 1.6659 3.9528
H -0.4418 0.7256 4.6760
F 0.1368 0.8421 -3.2282
B -0.2687 -0.3701 -3.8184
F 0.3404 -1.4131 -2.9368
F 0.1231 -0.5188 -5.0978
F -1.6439 -0.5330 -3.6100
```



ORCA calculation (ωB97M-V with the def2-TZVPD basis set) on 2 unconnected molecules or ions with the total composition C18H40ClIN5O2P.

For the calculated total energy, the calculation gives -60764.3224 eV. The strongest force on any atom is 3.1 eV Å⁻¹. The HOMO energy is -3.335 eV. Its LUMO energy is -1.64 eV.

The geometry in XYZ format:
```
68
C18H40ClIN5O2P, DFT ωB97M-V with the def2-TZVPD basis set
C 4.0427 3.1002 0.6910
O 2.9020 3.8592 0.2511
C 2.1048 4.2585 1.3447
N 1.0322 5.1500 0.8298
P 1.2428 6.8715 1.0943
N 1.4195 7.6658 -0.2721
C -0.0225 4.5968 0.1956
N 0.0569 3.1623 0.0598
C 0.2377 2.8646 -1.4047
C 0.3944 1.3218 -1.6850
C 0.2803 0.4190 -0.4080
Cl -0.8256 0.8341 -2.9768
N -1.0632 5.3976 -0.3297
C -2.3672 4.6745 -0.4145
C -3.1773 4.8582 0.9154
C -4.7458 4.6491 0.7289
I -2.5373 3.5574 2.5386
H 3.7310 2.3927 1.4962
H 4.4216 2.5641 -0.2189
H 4.8548 3.8085 0.9956
H 1.7018 3.4181 1.9607
H 2.7401 4.8791 2.0442
H 0.0488 7.2916 1.7795
H 2.3128 7.0410 2.0226
H 2.3198 8.1485 -0.2285
H -0.8130 2.7258 0.3749
H -0.5810 3.3229 -2.0157
H 1.1923 3.3604 -1.7317
H 1.3955 1.1319 -2.1485
H 0.1938 -0.6550 -0.7418
H 1.2222 0.4968 0.1942
H -0.6223 0.6543 0.2069
H -1.2609 6.2196 0.2422
H -2.2751 3.6231 -0.7633
H -2.9526 5.2149 -1.2122
H -3.0773 5.9087 1.3071
H -5.0307 3.5760 0.6581
H -5.1281 5.2826 -0.1104
H -5.2020 5.0814 1.6626
C 2.3782 -4.9026 0.1013
C 1.1223 -4.7061 -0.7697
C 0.8107 -6.0132 -1.5240
C 0.2749 -7.1509 -0.6580
C -0.4823 -6.6660 0.5792
C -1.0476 -5.2366 0.4707
N 0.0546 -4.3278 0.1689
O -0.3375 -3.0236 0.0766
C -1.6071 -4.8860 1.8591
C -2.2109 -5.2114 -0.5352
C 1.4686 -3.6660 -1.8465
H 2.6414 -3.9772 0.6183
H 3.2434 -5.2001 -0.5047
H 2.2302 -5.6726 0.8612
H 0.0783 -5.8073 -2.3107
H 1.7047 -6.3631 -2.0532
H -0.3780 -7.7806 -1.2705
H 1.0981 -7.7982 -0.3409
H -1.2818 -7.3767 0.8111
H 0.1988 -6.7114 1.4357
H -0.8067 -4.8427 2.6021
H -2.3266 -5.6421 2.1906
H -2.1219 -3.9232 1.8595
H -2.9956 -5.9117 -0.2287
H -1.9064 -5.4920 -1.5458
H -2.6695 -4.2223 -0.5916
H 2.3056 -4.0167 -2.4589
H 1.7723 -2.7121 -1.4122
H 0.6239 -3.4873 -2.5161
```



ORCA calculation (ωB97M-V with the def2-TZVPD basis set) on 3 unconnected molecules or ions with the total composition C18H40N5O5P.

For the calculated total energy, the calculation gives -46283.6200 eV. The strongest force on any atom is 9.0 eV Å⁻¹. The HOMO energy is -8.036 eV. Its LUMO energy is -0.33 eV. As for the SMILES: COCCCCCCCCCCCPN(C(C)=O)C(C)=O.NC(N)=O.NC(N)=O.

The geometry in XYZ format:
```
69
C18H40N5O5P, DFT ωB97M-V with the def2-TZVPD basis set
C 3.2830 -1.5837 -1.2028
O 3.9993 -0.5156 -1.9173
C 3.2468 0.7486 -1.9380
C 1.8067 0.6843 -2.7266
C 1.4366 2.1326 -3.4002
C 1.1899 3.3522 -2.3229
C 2.5419 4.3073 -2.2324
C 2.2139 5.5842 -1.2574
C 2.5264 5.3246 0.3415
C 1.1487 4.9513 1.2071
C 1.2409 3.3799 1.7638
C -0.1883 2.5511 1.5411
C 0.2428 0.9413 1.5935
P -1.2162 -0.1744 2.1214
N -1.2127 -1.5883 1.0344
C -0.4458 -2.7636 1.6699
C 0.6949 -3.6294 0.8115
O -0.7053 -3.1492 2.9488
C -2.6507 -2.1050 0.9107
C -3.2495 -2.8491 -0.4340
O -3.4791 -1.9573 1.9707
H 2.2290 -1.8497 -1.6387
H 3.9410 -2.5724 -1.3246
H 3.2199 -1.4135 -0.0239
H 3.0368 1.2166 -0.8819
H 3.9145 1.5321 -2.5405
H 0.9933 0.3985 -1.9316
H 1.8974 -0.1435 -3.5674
H 2.2987 2.4976 -4.1354
H 0.4463 2.0587 -4.0600
H 0.8609 3.0023 -1.2535
H 0.3027 4.0016 -2.7525
H 2.7647 4.7509 -3.3137
H 3.4452 3.6647 -1.8572
H 1.1153 5.9490 -1.4453
H 2.9417 6.4692 -1.5855
H 3.3148 4.4641 0.4648
H 2.9589 6.3194 0.8195
H 1.1389 5.6456 2.1504
H 0.1666 5.1310 0.5883
H 2.0523 2.7589 1.1742
H 1.5289 3.4456 2.8991
H -0.9616 2.7431 2.4136
H -0.6700 2.7695 0.4720
H 0.6553 0.6024 0.5260
H 1.1391 0.8126 2.3429
H -2.4398 0.5549 1.9068
H 0.6092 -4.7608 1.1448
H 1.7823 -3.2860 1.1177
H 0.5265 -3.5476 -0.3572
H -3.0902 -2.1885 -1.4072
H -2.7302 -3.9085 -0.5974
H -4.4053 -3.0462 -0.3639
C -7.0890 0.7349 2.7554
O -8.0221 1.4685 2.4694
N -6.6188 0.6114 4.0097
N -6.4474 -0.0155 1.8417
H -5.8516 0.0126 4.2646
H -7.0739 1.1591 4.7281
H -6.7699 0.0481 0.8850
H -5.6770 -0.6254 2.0577
C 0.6505 -7.1403 -0.8839
O 0.3734 -5.9643 -1.0593
N 1.3179 -7.8737 -1.7929
N 0.3131 -7.8081 0.2341
H 1.5552 -8.8432 -1.6665
H 1.5907 -7.4090 -2.6491
H -0.1906 -7.2928 0.9440
H 0.5323 -8.7765 0.3967
```